C6H9N | ωB97M-V with the def2-TZVPD basis set

Positions of all 16 atoms, in Å:
C -1.540172 -1.493170 -0.147999
C 0.014264 -1.499424 0.009181
C 0.547919 -0.113577 0.029942
C -0.345727 1.509863 -0.159227
N -1.658836 1.608767 -0.405300
C 1.905871 0.340012 -0.233842
C 1.555870 0.208694 1.065817
H -2.139484 -0.746997 0.479561
H -1.892550 -2.646016 0.082600
H -1.941004 -1.440757 -1.196348
H 0.514464 -2.078623 -0.825300
H 0.422223 -1.990013 0.962923
H 0.370025 2.320428 0.039127
H -0.756836 1.206488 -1.283627
H 2.671414 -0.030935 -0.928095
H 1.535442 0.430665 2.123022

Force components x, y, z for each atom (eV/Å):
-1.554 -3.318 0.491
-0.441 -0.553 -0.472
-1.217 4.496 0.466
-3.408 -3.435 -0.190
3.907 0.257 -0.243
1.574 -2.822 2.382
0.664 1.373 -2.408
1.209 -1.240 -0.774
0.629 2.852 -0.046
0.892 0.546 0.791
-0.717 0.505 0.693
-1.045 0.464 -1.116
0.242 0.024 0.160
-1.255 0.139 0.082
-0.041 1.063 0.317
0.562 -0.352 -0.131

The value obtained for the energy above the lowest of the compared OMol25 structures with the same formula, charge and spin is 204.8 kcal/mol. For the HOMO energy, the calculation gives -7.63 eV. The electronic energy is -7849.27668 eV.

Atom charges from the Löwdin analysis, given in e for atoms 1 to 5: -0.14, -0.23, -0.41, -0.21, 0.04

---

C25H28BrN6O2PtS | ωB97M-V with the def2-TZVPD basis set

Positions of all 64 atoms, in Å:
Pt 1.149860 0.280345 -0.278082
O 1.717324 1.267971 -3.534514
C 0.597895 1.217700 -4.288907
C 0.575639 1.950738 -5.477123
C -0.538958 1.952188 -6.286536
C -1.662368 1.228709 -5.915785
C -1.641121 0.482907 -4.754587
C -0.519242 0.457795 -3.932894
C -0.540596 -0.421190 -2.684367
O 0.644903 -0.710942 -2.118303
N -1.467092 0.205282 -1.701345
N -1.230754 -0.008450 -0.411050
C -2.162487 0.038838 0.475562
C -1.926484 -0.024319 1.885733
Br -0.081285 0.088343 2.415147
C -2.911528 -0.075328 2.804582
C -2.821005 0.079957 4.242913
C -3.817380 0.873806 4.824240
C -3.748353 1.235061 6.152778
C -2.698154 0.780156 6.937207
C -1.750122 -0.075762 6.396453
C -1.811565 -0.433248 5.060975
H 1.648527 0.567371 -2.851731
H 1.455584 2.513446 -5.741339
H -0.535353 2.512821 -7.209833
H -2.544757 1.242501 -6.535151
H -2.505517 -0.108237 -4.485049
H -1.009020 -1.386174 -2.991861
H -2.434088 0.273545 -2.013674
H -3.208105 0.157179 0.178555
H -3.923355 -0.118114 2.418618
H -4.631953 1.224385 4.208000
H -4.515677 1.871316 6.569439
H -2.640353 1.069319 7.975656
H -0.956815 -0.466027 7.019391
H -1.096219 -1.144140 4.678128
S 2.871744 -1.456595 0.375121
C 2.058778 -2.738562 -0.415005
N 1.202359 -3.489126 0.270066
C 0.545346 -4.650421 -0.296455
C 0.417262 -4.457768 -1.804174
C 1.792551 -4.150638 -2.386122
N 2.373837 -3.037326 -1.665227
H 1.040088 -3.243021 1.235200
H -0.438068 -4.758018 0.164689
H 1.133840 -5.548230 -0.075485
H -0.242578 -3.612449 -2.003106
H -0.001726 -5.349127 -2.266978
H 1.715400 -3.885762 -3.440870
H 2.450851 -5.021916 -2.291585
H 2.943825 -2.368855 -2.160791
N 0.441170 3.149190 0.390557
C 1.699900 2.981312 0.872320
C 2.289910 3.934798 1.713150
C 3.582229 3.752163 2.140687
C 4.280250 2.623022 1.712703
C 3.618937 1.695879 0.942290
N 2.351132 1.855300 0.548166
H 0.049217 4.073911 0.436757
H 0.159854 2.560148 -0.388084
H 1.715481 4.795886 2.007418
H 4.058159 4.481326 2.778040
H 5.314624 2.470071 1.968556
H 4.115604 0.795056 0.606916

Force components x, y, z for each atom (eV/Å):
1.647 -1.565 -2.010
0.340 -0.026 0.275
-0.375 -0.034 -0.306
0.179 -0.028 0.231
-0.046 -0.007 0.097
-0.228 0.004 -0.092
0.196 0.012 0.007
0.298 -0.099 0.295
-1.548 -0.454 -0.541
1.410 0.022 1.829
-0.314 0.496 -0.760
0.064 0.535 0.907
0.074 -0.075 -1.021
0.305 -0.016 1.230
-0.639 -0.123 0.396
0.612 -0.037 -0.815
-0.122 0.097 0.603
0.196 -0.131 -0.112
-0.013 0.029 0.106
-0.062 -0.019 0.031
-0.058 0.037 0.071
-0.098 -0.060 -0.041
-0.088 0.091 -0.238
0.166 0.074 -0.041
0.008 0.060 -0.028
-0.095 -0.042 -0.082
-0.124 -0.133 0.012
-0.055 0.250 0.046
0.095 -0.091 0.196
0.080 -0.091 -0.083
-0.066 0.076 -0.202
-0.092 0.089 -0.055
-0.005 0.024 0.082
0.027 0.009 0.086
-0.007 -0.032 0.011
0.055 0.071 -0.103
-0.518 1.823 -0.210
-0.057 -0.626 -0.348
0.187 0.174 -0.064
-0.234 -0.379 -0.323
0.164 0.076 0.114
-0.331 -0.422 -0.192
-0.034 0.150 0.354
0.096 0.120 -0.106
0.116 0.015 0.006
-0.121 0.050 0.011
-0.069 -0.002 -0.026
0.019 0.003 0.018
0.053 0.010 0.082
-0.067 0.083 -0.100
0.003 0.003 0.141
-0.030 -0.167 -0.102
0.023 0.298 0.127
0.127 0.034 0.005
-0.224 -0.094 -0.257
-0.015 -0.215 -0.210
0.688 0.105 0.294
-1.320 -0.559 0.498
-0.109 -0.055 -0.064
-0.033 0.453 0.159
-0.075 0.177 0.043
0.003 0.070 0.059
0.083 -0.073 0.069
-0.043 0.036 0.037

For the HOMO energy (alpha / beta), the calculation gives -10.35 / -10.35 eV. The total charge is +1. The electronic energy is -123532.27808 eV.

Atom charges from the natural (NBO) analysis, given in e for atoms 1 to 5: 0.91, -0.69, 0.31, -0.26, -0.18